[1]
Entry from the Open Molecules 2025 dataset: C22H51FO16P3Tl as an isolated structure at a distorted geometry (ωB97M-V/def2-TZVPD).

CARTESIAN COORDINATES (ANGSTROEM)
1 Tl 17.873891 -0.323018 -16.138534
2 C 17.472600 6.040945 -16.387599
3 O 17.953284 4.717119 -16.405775
4 H 16.712404 6.305395 -15.652568
5 H 18.303570 6.741338 -16.303678
6 H 16.964437 6.225894 -17.333998
7 C 18.270508 13.296799 -16.267494
8 C 18.749640 12.024229 -17.007024
9 O 19.641019 11.499445 -15.969473
10 C 19.701623 12.259240 -14.828538
11 O 20.332834 11.940976 -13.817703
12 O 18.941828 13.345121 -15.007090
13 F 19.472592 12.304981 -18.062735
14 H 17.197555 13.118146 -16.197068
15 H 18.374760 14.274856 -16.737203
16 H 17.879556 11.436808 -17.300261
17 C 25.521537 0.211336 -21.011310
18 C 24.280947 1.042990 -20.662556
19 O 23.480937 1.282002 -21.708923
20 P 21.938658 1.794157 -21.494806
21 O 21.244820 1.268376 -20.250467
22 O 21.221061 1.348909 -22.867547
23 C 21.749914 1.581385 -24.205284
24 C 20.681383 1.301707 -25.253631
25 O 22.104744 3.369646 -21.754158
26 C 22.053796 4.195365 -20.655286
27 C 22.699548 5.549768 -21.106910
28 H 26.088060 -0.047610 -20.116827
29 H 25.320744 -0.774077 -21.431723
30 H 26.271810 0.794492 -21.545270
31 H 23.613295 0.540820 -19.962447
32 H 24.492516 2.002128 -20.189922
33 H 22.303822 2.518831 -24.255133
34 H 22.338047 0.663777 -24.219241
35 H 20.025267 2.132261 -25.513986
36 H 21.082117 1.005376 -26.223006
37 H 20.043182 0.453727 -25.005191
38 H 20.971093 4.288173 -20.570157
39 H 22.282143 3.772047 -19.677149
40 H 22.566655 5.831678 -22.151406
41 H 22.254131 6.222199 -20.373735
42 H 23.776355 5.614810 -20.950865
43 C 10.985975 4.747218 -11.194347
44 C 11.416888 4.881685 -12.637867
45 O 11.796956 3.633951 -12.963869
46 P 11.848601 3.072633 -14.473044
47 O 12.937791 2.071197 -14.628109
48 O 10.331916 2.445343 -14.610727
49 C 9.126500 3.106476 -14.730900
50 C 8.362556 3.227876 -13.404011
51 O 11.894388 4.445415 -15.467496
52 C 11.789482 4.362034 -16.905449
53 C 10.948299 5.595744 -17.354908
54 H 11.250764 5.637394 -10.623762
55 H 9.954124 4.505182 -10.939782
56 H 11.633685 4.033815 -10.684814
57 H 10.492954 5.172819 -13.137556
58 H 12.221254 5.595994 -12.813564
59 H 9.192704 4.104666 -15.163718
60 H 8.538563 2.662326 -15.534117
61 H 8.826359 3.933845 -12.715111
62 H 7.284300 3.371752 -13.473141
63 H 8.427651 2.283281 -12.864020
64 H 12.742663 4.297819 -17.430262
65 H 11.360552 3.426815 -17.265280
66 H 11.371691 6.573843 -17.126488
67 H 10.799558 5.525886 -18.432453
68 H 10.010460 5.616702 -16.799836
69 C 23.622141 5.775461 -14.053287
70 C 23.475511 4.546231 -13.065198
71 O 24.111941 3.340890 -13.571596
72 P 23.810691 1.913473 -13.041972
73 O 22.594882 1.300015 -13.601047
74 O 25.222438 1.054287 -13.439200
75 C 26.562283 1.545651 -13.262529
76 C 26.874362 2.463517 -14.436338
77 O 23.849100 1.955995 -11.448523
78 C 23.816489 0.770016 -10.552545
79 C 24.084634 1.155339 -9.129661
80 H 23.694906 6.722072 -13.517815
81 H 24.573855 5.694931 -14.578497
82 H 22.832526 5.888940 -14.796079
83 H 23.829056 4.738167 -12.052147
84 H 22.394699 4.408048 -13.036309
85 H 26.654268 1.893819 -12.233737
86 H 27.405240 0.861435 -13.359347
87 H 27.897713 2.707775 -14.721278
88 H 26.268656 2.107215 -15.269576
89 H 26.641177 3.457953 -14.055784
90 H 22.787966 0.440959 -10.700724
91 H 24.458395 0.018587 -11.012348
92 H 23.688987 2.141946 -8.888459
93 H 23.728606 0.316887 -8.531043
94 H 25.172334 1.158700 -9.058947

Force components x, y, z for each atom (eV/Å):
0.0 -0.1 0.0
2.7 -2.4 1.7
-1.7 3.3 -0.1
-0.7 -0.8 0.2
0.3 0.1 -0.6
-0.5 -0.1 -1.2
-0.8 -0.1 -0.3
0.8 2.0 3.2
-0.7 -1.2 -0.9
1.1 -1.0 1.9
-2.0 1.1 -3.4
-0.2 0.0 0.1
1.0 0.0 -1.6
-0.1 0.4 1.0
0.4 -0.4 -0.4
0.5 -0.8 0.3
0.3 0.4 0.8
1.3 -1.3 2.7
-3.4 1.0 -3.3
-0.8 -2.3 -1.0
1.6 1.7 -2.5
-0.1 1.1 2.2
-0.1 -2.1 0.0
-0.7 0.5 -0.5
0.6 -2.9 -0.5
-0.8 2.7 -0.7
-0.1 -0.7 1.9
-0.3 0.2 0.5
-0.3 0.4 -0.5
-0.3 -0.1 -0.7
0.5 -0.5 0.8
0.7 0.2 0.3
-0.1 -0.2 -0.2
1.2 0.6 -0.8
0.0 0.2 0.4
0.7 0.1 0.2
0.1 0.1 0.5
-0.5 1.0 0.5
1.0 -0.2 -0.1
-0.7 -0.2 0.2
0.1 0.8 -0.5
0.1 -0.4 0.2
1.2 1.0 1.9
-2.2 2.1 1.7
1.7 -3.1 -3.2
-1.0 0.0 -0.2
-1.5 1.3 -0.3
3.4 -0.3 -0.4
-2.3 1.8 -0.3
0.4 -1.1 0.4
0.2 -2.3 1.6
-0.8 0.8 -0.4
0.4 -0.8 0.3
-0.4 0.5 -0.1
0.0 -0.1 -0.6
-0.1 -0.4 -0.2
0.3 0.4 -0.8
-0.1 0.2 0.1
0.8 0.4 0.2
-0.1 -0.9 0.4
-0.2 0.3 -0.3
0.2 0.5 -0.4
0.2 -0.3 -0.1
0.6 0.6 0.6
-0.8 -0.1 0.5
0.6 -0.2 0.0
-0.3 0.1 0.1
-0.2 -0.4 -0.3
1.1 -0.8 0.7
-0.9 1.3 -1.0
0.1 1.3 0.1
2.4 -2.5 0.8
0.3 -0.1 0.0
-2.0 0.4 0.2
0.7 0.3 -0.2
-0.2 1.9 0.9
0.5 0.7 -0.5
-1.6 0.3 -1.7
1.2 -0.4 -0.9
-0.2 -0.2 0.3
0.0 -0.1 -0.1
-0.1 -0.4 0.2
0.2 0.1 -0.2
0.0 -0.6 0.4
0.0 0.8 -0.2
-1.0 -1.6 0.2
0.4 -1.3 0.1
0.2 0.5 -0.1
-1.0 0.3 -0.7
0.0 -0.3 0.3
0.3 0.0 0.4
-0.2 -0.3 0.2
-0.2 0.4 0.3
0.0 0.3 0.6

- E_LUMO (eV) = -12.1796
- orbital gap (eV) = 1.560
- energy above the lowest of the compared OMol25 structures with the same formula, charge and spin (kcal/mol) = 143.3
- molecular weight (g mol⁻¹) = 887.9
- spin multiplicity = 1
- E_tot (eV) = -91659.837
- E_HOMO (eV) = -13.74
- net charge = +2


[2]
Entry from the Open Molecules 2025 dataset: an isolated molecule of C4H11B at a distorted geometry (ωB97M-V/def2-TZVPD).

CARTESIAN COORDINATES (ANGSTROEM)
1 C 2.418691 0.090153 -0.186887
2 C 1.023028 -0.361775 0.284488
3 B 0.026773 0.898796 0.115243
4 C -1.525775 0.747133 -0.193289
5 C -2.054973 -0.633023 -0.010416
6 H 2.947102 -0.836679 -0.151022
7 H 2.286084 0.304440 -1.182748
8 H 2.854349 0.836516 0.439226
9 H 0.745378 -1.280888 -0.200236
10 H 0.917236 -0.760070 1.347019
11 H 0.358712 2.041931 0.351942
12 H -1.546373 1.042014 -1.306526
13 H -2.074255 1.608447 0.315493
14 H -1.751687 -1.095125 0.943011
15 H -3.151912 -0.773340 -0.069801
16 H -1.565074 -1.185133 -0.756239

Force components x, y, z for each atom (eV/Å):
-1.1 -2.4 2.3
-1.0 1.6 1.1
-1.0 -0.9 0.8
0.6 2.4 -0.5
-1.1 -0.4 1.2
1.4 -0.3 0.0
0.2 1.2 -2.3
0.3 0.6 0.0
-0.4 -0.2 -0.9
0.6 1.0 -0.7
0.4 -0.4 -0.3
-0.2 -0.3 1.2
0.5 -1.2 -0.5
-0.1 0.3 -0.1
0.5 0.2 -0.2
0.3 -1.3 -1.1

- E_LUMO (eV) = 0.8166
- orbital gap (eV) = 10.828
- structure (SMILES) = CCBCC
- energy above the lowest of the compared OMol25 structures with the same formula, charge and spin (kcal/mol) = 26.6
- molecular weight (g mol⁻¹) = 69.9
- spin multiplicity = 1
- E_tot (eV) = -5001.573
- E_HOMO (eV) = -10.01
- net charge = 0